(1)
DFT (wB97M-V/def2-TZVPD) results for a cluster of 5 separate species, C8H24IO8 in total.

The geometry in XYZ format:
```
41
Properties=species:S:1:pos:R:3:forces:R:3:lowdin_charge:R:1
H 0.06363 0.57811 -1.28891 -0.01 0.00 0.06 -0.08
C -0.92885 -1.11843 -1.54808 -0.09 0.20 0.10 -0.26
H -2.80146 -1.25451 3.20827 -0.11 0.13 0.01 0.07
H -1.67352 -1.09537 -0.74400 -0.04 -0.28 0.05 0.11
H -1.08358 -1.36675 -3.66940 0.34 -0.21 0.06 0.12
H 0.31797 1.87421 3.08246 -0.22 -0.29 -0.03 -0.01
H -0.34653 -0.22993 4.85185 -0.29 0.26 0.06 0.11
H 6.81677 -1.09427 -0.50786 -0.02 -0.12 0.07 0.11
H -0.79613 -0.22101 1.84431 0.07 -0.16 -0.05 0.08
O -2.95319 -1.50615 -2.84378 0.12 -0.17 -0.08 -0.09
C 5.97210 -1.37680 -1.14777 -0.12 0.98 0.62 -0.26
O -2.03043 2.22122 0.53543 0.07 -0.27 -0.04 -0.09
C -1.54461 -1.77595 -2.76732 -0.41 0.40 0.16 -0.23
O 4.82845 0.58980 -0.38202 -0.39 -0.33 0.19 -0.14
O 6.18459 -0.83534 -2.44821 0.15 -0.66 -0.05 -0.07
C -1.00402 -0.62583 2.83898 0.39 0.92 0.27 -0.25
C -4.08877 1.33946 -0.39441 -0.40 1.32 0.41 -0.23
H 5.91635 -2.46557 -1.14966 -0.02 -0.04 -0.44 0.11
C -0.11375 0.12253 3.84218 0.21 -0.79 -0.29 -0.29
H 3.94806 0.87246 -0.05369 0.36 0.43 -0.17 -0.11
H -0.72480 -1.68497 2.88282 -0.19 -0.02 -0.09 0.11
H -2.34798 1.88975 -1.48510 -0.05 -0.14 0.08 0.10
C -2.88109 2.22297 -0.58644 0.43 0.13 -0.25 -0.28
C 4.69514 -0.80826 -0.53176 0.88 -0.11 -0.42 -0.28
H 0.92210 -0.21262 3.68016 0.00 0.17 -0.23 0.11
H -1.13093 1.99129 0.25380 -0.04 0.13 0.17 -0.06
H 4.56503 -1.28038 0.44689 -0.34 -0.20 -0.03 0.11
H -4.73167 1.50222 -1.26674 0.22 -0.55 -0.34 0.11
H 6.74130 -0.06393 -2.33220 -0.17 0.18 -0.06 0.08
H 3.89366 -1.04480 -1.23584 -0.33 -0.10 0.25 0.12
I 1.60665 1.85892 0.45046 -0.09 -0.18 0.03 0.05
O -2.38348 -0.39366 3.12534 0.03 -0.54 0.10 -0.07
O -0.23871 1.51368 3.79387 0.11 0.31 0.15 -0.09
O -4.86398 1.84309 0.72463 0.15 -0.63 -0.46 -0.08
H -3.18436 3.25481 -0.79192 -0.32 0.02 0.11 0.12
H -1.40755 -2.85566 -2.72688 -0.22 -0.03 -0.07 0.11
H -0.07428 -1.70075 -1.18636 0.19 0.22 -0.13 0.12
H -3.79005 0.30069 -0.25331 -0.11 -0.09 0.01 0.11
H -3.03721 -0.55447 -2.97060 -0.02 -0.03 0.06 0.07
H -5.70175 1.37394 0.64528 0.01 0.15 0.34 0.07
O -0.60912 0.21624 -1.89450 0.26 -0.04 -0.15 -0.13
```
Positions in Å, forces in eV/Å.

The energy relative to the best compared isomer or geometry (same formula, charge and spin) is 82.2 kJ/mol. The value obtained for the calculated total energy is -33167.03290 eV. As for the lowest unoccupied orbital energy: 2.89 eV. The HOMO-LUMO gap is 0.2929 hartree. The net charge is -1.

=====

(2)
DFT (wB97M-V/def2-TZVPD) results for a cluster of 2 separate species, C4H11PS in total.

The geometry in XYZ format:
```
17
Properties=species:S:1:pos:R:3:forces:R:3:lowdin_charge:R:1
H 1.20401 -1.25798 -1.60874 0.42 0.31 -0.15 0.07
P -1.49207 0.82883 -0.06156 1.38 0.13 -1.35 0.32
H -0.37292 -0.77105 -1.97770 -2.10 1.30 -2.71 0.01
H -0.30432 -0.23037 2.16088 1.01 -2.07 -1.33 0.11
H 0.86300 1.59948 -0.89835 -0.60 1.55 -2.12 0.03
S -3.19586 -0.08619 0.00591 -0.39 -0.31 -0.12 0.13
H -1.28352 1.67574 -1.34294 -0.35 -1.24 1.44 0.00
C 0.21592 -0.20753 0.02667 -2.48 0.83 -1.32 -0.72
C 0.19578 -1.12006 -1.22964 2.44 -3.27 3.29 -0.10
H -0.27468 -1.95288 1.10295 -0.06 1.67 1.20 0.10
H -1.25573 2.71609 1.48213 0.01 0.63 0.49 0.03
H 1.19821 -1.23084 1.62806 0.78 0.21 0.49 0.06
H 1.12437 1.52991 0.74081 -0.18 2.23 3.33 0.03
C 1.12736 1.00450 -0.10949 0.56 -3.74 -0.62 -0.15
H 2.12987 0.68111 -0.24151 1.14 -0.38 -0.35 0.09
C 0.20344 -0.93901 1.35803 -1.53 -0.01 -0.16 -0.12
H -0.08287 -2.23976 -1.03552 -0.05 2.15 0.02 0.12
```
Positions in Å, forces in eV/Å.

Its spin multiplicity is 3. The energy relative to the best compared isomer or geometry (same formula, charge and spin) is 135.1 kJ/mol. The value obtained for the calculated total energy is -24445.35262 eV. As for the lowest unoccupied orbital energy (spin up / spin down): 0.82 / -2.17 eV. The HOMO-LUMO gap (spin up / spin down) is 0.2986 / 0.2514 hartree.

=====

(3)
DFT (wB97M-V/def2-TZVPD) results for a structure of composition C33H30IN7NdO5SSe.

The geometry in XYZ format:
```
79
Properties=species:S:1:pos:R:3:forces:R:3:lowdin_charge:R:1
C 5.07551 1.80413 -1.51100 0.13 -0.12 0.09 -0.34
N -2.11507 -1.55866 0.59399 -1.46 0.34 -0.07 -0.15
C 4.51473 0.63003 -0.84208 0.10 0.05 -0.03 -0.08
C -4.85508 -0.96432 -3.36288 -0.05 0.00 -0.40 -0.08
H -5.85697 -0.80967 -3.73570 -0.03 0.00 -0.02 0.10
C 0.54244 3.07435 -2.88182 0.06 -0.09 0.06 -0.01
H 0.70269 3.19767 0.38687 0.02 0.03 -0.02 0.08
C 2.24537 1.36515 -1.59466 0.19 -0.08 0.06 -0.14
H -0.59768 0.27754 -4.63841 0.04 -0.01 0.02 0.09
C 0.02937 -0.67424 6.10879 0.01 0.00 0.01 -0.08
H -1.08850 -0.98584 7.91045 0.00 0.00 0.02 0.10
N -2.21122 -1.48763 1.98321 -0.17 -0.14 0.27 0.08
C -1.08469 -1.06923 6.83213 -0.06 -0.02 0.01 -0.08
H -1.71424 4.26981 0.95805 0.01 0.01 -0.03 0.12
C -1.38241 4.22776 1.99678 -0.02 -0.04 0.01 -0.22
N 4.78518 3.77223 -2.72531 0.26 -0.01 0.04 -0.21
C -1.05285 -1.38087 2.57901 -0.17 0.15 -0.05 -0.48
H -1.48450 -3.95888 0.25715 0.05 -0.08 -0.06 0.04
H -3.96731 -1.11531 -5.33455 -0.02 0.00 -0.05 0.13
H -3.05907 -1.90371 6.73457 -0.03 -0.01 0.02 0.10
C 1.89081 3.36922 -2.86418 -0.13 -0.04 0.00 0.03
H 0.90872 -0.50836 4.15349 -0.02 0.01 -0.01 0.10
H 2.28277 4.25320 -3.34772 0.02 0.02 -0.01 0.12
C 0.75944 3.19194 1.47758 -0.09 0.09 -0.08 -0.29
C 0.03587 -0.79076 4.72696 0.08 -0.02 0.02 -0.04
C 5.31570 -0.29946 -0.17703 -0.07 -0.09 0.05 0.03
O 0.10953 -1.26359 1.98886 -0.41 -0.44 0.82 -0.27
C -1.07686 -1.28942 4.06037 -0.04 -0.09 0.07 -0.16
H 6.38841 -0.16601 -0.17424 0.03 0.02 -0.01 0.13
H 0.27770 -1.07303 -3.86016 0.01 0.03 -0.03 0.07
N 2.56360 -0.59719 -0.20859 0.14 0.09 -0.01 0.02
C 0.12693 4.44318 2.08320 0.01 0.02 -0.04 -0.22
I -2.65014 -5.06041 -1.86604 -0.04 -0.01 -0.06 0.94
C -2.23251 -1.39362 -2.42802 -1.03 -0.04 0.66 -0.31
C -2.19378 -1.69225 4.79164 0.03 0.08 -0.01 -0.03
H 0.05476 -5.19937 -2.76526 0.04 0.04 -0.02 0.07
H 0.89766 -0.28534 6.62310 0.03 0.01 0.01 0.10
H 0.42944 4.55283 3.12566 0.01 0.00 0.03 0.12
H 1.45327 -4.17392 -2.62138 -0.02 0.00 0.00 0.13
C 0.10788 1.91063 -2.25073 0.14 0.06 -0.10 -0.12
C -2.51145 -1.32655 -3.81695 0.15 -0.02 0.15 -0.23
N 6.35147 2.07725 -1.53313 0.05 0.21 -0.13 -0.21
O 0.78270 -3.20694 -0.44208 0.20 0.00 0.01 -0.12
H -0.16900 3.71912 -3.37595 -0.02 0.02 -0.02 0.12
O -0.79431 1.20288 0.61860 0.10 0.47 0.46 -0.65
C -3.32563 -1.21608 -1.49653 0.12 0.13 -1.33 -0.16
C -0.35145 -0.78863 -4.70370 -0.14 0.09 -0.03 -0.07
C 3.13508 0.43195 -0.85618 -0.05 0.11 -0.13 -0.13
H -3.05227 -2.08508 4.26819 -0.03 -0.02 -0.04 0.11
O -1.53886 -1.56437 -4.75948 -0.04 -0.16 0.13 -0.09
C -3.20593 -1.27119 -0.06521 0.96 -0.47 0.80 -0.06
C 4.21085 2.73989 -2.17002 -0.11 0.16 -0.10 -0.34
C 2.76780 2.50403 -2.21129 0.06 0.04 -0.03 -0.08
H 0.16694 -0.96944 -5.64350 0.02 0.00 0.04 0.09
N 0.61782 -4.56570 -2.21972 -0.10 -0.06 0.08 0.20
S -0.28494 1.78101 1.94741 -0.15 -0.30 -0.13 1.01
H -5.44005 -0.86869 -1.31874 -0.05 0.02 0.03 0.11
H -1.94289 4.97416 2.55662 0.00 0.02 0.01 0.12
C -1.09476 -4.65521 -0.48135 -0.04 -0.02 0.14 -0.54
C -4.62087 -0.99434 -2.01449 0.36 -0.07 0.28 -0.05
H -2.53826 2.33359 2.25965 -0.04 0.03 -0.01 0.11
C -3.79841 -1.13145 -4.26696 -0.12 0.08 0.34 0.02
H 0.45895 5.33468 1.55160 -0.03 0.00 0.00 0.12
H 5.30495 -2.10116 0.99378 0.02 -0.01 0.02 0.12
Nd -0.01677 -0.91260 -0.18061 1.52 0.37 -1.33 1.80
H 2.81609 -2.26295 0.96538 0.00 0.01 -0.03 0.11
H -1.54747 2.80193 3.64772 0.02 0.03 0.02 0.10
C -2.19420 -1.58327 6.17086 0.05 0.01 0.02 -0.07
H -0.84783 -5.60242 -0.00324 -0.01 0.03 0.02 0.07
C 3.32960 -1.46142 0.44671 0.16 0.05 -0.09 -0.10
C 0.16054 -4.07532 -1.07249 0.02 -0.07 -0.19 -0.62
C 4.72005 -1.36282 0.46626 -0.09 0.09 0.03 -0.01
H -4.10117 -1.04771 0.51587 0.02 -0.07 0.03 0.13
N 0.93801 1.07658 -1.63683 0.05 0.04 0.04 0.02
O -1.02982 -1.65356 -1.99230 0.06 -0.16 -0.44 -0.28
Se 6.54827 3.61366 -2.43654 -0.47 -0.33 0.15 1.16
H -0.94488 1.64825 -2.23876 0.02 -0.04 0.00 0.12
H 1.78453 2.99839 1.78612 0.01 0.01 0.04 0.10
C -1.61731 2.83095 2.55920 -0.02 0.02 0.01 -0.29
```
Positions in Å, forces in eV/Å.

Its spin multiplicity is 4. The energy relative to the best compared isomer or geometry (same formula, charge and spin) is 0.0 kJ/mol. The value obtained for the calculated total energy is -154935.07937 eV. As for the lowest unoccupied orbital energy (spin up / spin down): -3.34 / -3.34 eV. The HOMO-LUMO gap (spin up / spin down) is 0.2353 / 0.2357 hartree. The net charge is +1.

=====

(4)
DFT (wB97M-V/def2-TZVPD) results for a cluster of 5 separate species, C30H51O12PS in total.

The geometry in XYZ format:
```
95
Properties=species:S:1:pos:R:3:forces:R:3:lowdin_charge:R:1
H 7.21463 1.07563 4.62723 0.12 -0.04 0.05 0.09
O 4.15968 -0.60544 2.56898 0.00 0.03 -0.01 0.05
H -2.87409 0.27624 4.81839 0.11 -0.27 0.14 0.12
H -1.73880 1.19592 3.84424 0.05 0.01 0.11 0.12
C 2.98904 -3.31141 -2.79500 0.60 -0.37 0.09 -0.09
C -3.80321 -0.25802 -3.12984 -0.51 0.23 -0.45 -0.46
H -1.02775 5.02224 -5.70571 0.13 0.01 -0.07 0.09
O 1.38921 2.13860 -1.30159 -0.54 -0.90 -0.19 -0.23
H -2.84120 -1.44005 2.80474 -0.10 -0.02 0.13 0.09
C 2.33544 -0.29387 4.06884 0.09 -0.23 -0.14 -0.02
H -3.72913 4.08836 -2.27520 0.03 0.08 -0.12 0.05
H -3.69576 0.76227 0.62005 0.04 0.11 0.10 0.08
H 7.51392 -0.06720 7.61237 0.09 0.07 -0.05 0.08
H -1.34277 -1.09791 -1.51413 0.05 0.03 0.03 0.11
C -1.86002 -0.01420 1.50342 -0.84 -0.51 0.47 -0.15
C -2.72779 0.37701 0.28927 0.69 -0.29 0.41 -0.15
H 0.19445 3.73061 -5.60602 0.03 0.16 -0.05 0.09
O -0.98590 -0.55024 4.47914 0.13 0.11 0.50 -0.20
C -1.73983 0.95610 -2.06789 1.10 -0.21 0.43 -0.38
O -2.44630 2.36002 -6.35424 0.04 -0.06 -0.02 0.06
H 6.05470 0.72178 8.24571 0.00 0.00 -0.01 0.08
H -2.34869 -2.00573 5.06682 0.05 -0.03 0.26 0.09
C 3.17894 -1.94831 -2.94808 -0.29 0.54 -0.06 -0.07
H -0.63774 -4.06879 -0.93447 -0.01 -0.12 0.03 0.06
C 6.75073 0.12065 4.88102 -0.23 -0.06 -0.08 -0.01
H -0.12647 0.08000 -4.03767 0.06 -0.04 -0.06 0.12
H -3.53383 1.81085 -2.93402 0.06 0.08 -0.15 0.10
H -0.37904 -3.45846 -3.14594 0.03 -0.11 -0.05 0.10
H 6.08601 -0.18146 4.07395 0.01 -0.01 0.02 0.06
H -1.37358 4.47724 -8.32206 0.13 0.03 0.01 0.09
O -4.78893 -0.21641 -3.79839 -0.10 -0.03 -0.17 0.15
C -1.28579 -1.89323 4.83660 0.04 -0.14 -0.71 -0.09
C 5.96562 0.25353 6.16296 0.01 -0.03 -0.07 -0.49
C 6.73331 0.66415 7.39755 -0.21 -0.02 0.09 -0.03
H -1.32631 -0.92874 1.24821 0.51 0.28 -0.02 0.10
H -3.61441 4.07623 1.47883 -0.02 0.05 -0.03 0.04
C -2.10057 0.18302 4.04322 -0.22 0.03 -0.49 -0.24
C -2.08015 1.40044 -0.64089 -0.69 1.75 -0.29 -0.47
H -1.78911 2.80059 -8.73319 0.00 0.00 0.01 0.08
H 2.11167 1.62567 1.99534 -0.04 0.06 0.08 0.08
H 1.30787 -0.26430 3.70162 -0.03 0.13 0.09 0.07
H -2.44911 1.02955 -4.07774 -0.10 0.09 -0.05 0.13
C 3.10814 1.52068 2.42812 0.19 -0.07 -0.12 -0.01
H -2.24371 2.97752 1.61069 0.10 0.10 -0.01 0.04
C 3.28801 0.12758 2.98415 0.01 -0.03 0.05 -0.50
C 1.73106 -3.87593 -2.86566 -0.63 0.10 0.02 -0.09
O -0.06266 4.02454 -1.18533 -0.79 -0.27 -0.33 -0.22
H -2.89600 -5.73798 0.62852 0.00 -0.01 -0.13 0.09
H 3.84807 -3.94593 -2.60962 -0.03 0.00 -0.02 0.10
H 0.46958 -3.94162 0.44653 -0.01 0.01 -0.02 0.09
H 0.07867 -0.08640 -1.45608 -0.12 0.32 0.12 0.12
H -0.66411 -2.21644 5.66934 -0.04 0.27 0.14 0.09
H -2.08477 4.52372 0.70820 0.18 -0.17 -0.03 0.05
H -1.06309 -2.53144 3.97930 -0.09 -0.11 0.17 0.06
C 0.62660 -3.05703 -3.08753 0.49 0.10 -0.01 -0.06
C -1.59317 -4.07421 0.98507 0.11 0.00 -0.03 -0.48
H -3.24910 -2.10314 -3.01161 -0.38 -0.09 -0.10 0.12
C -2.74208 3.68978 0.95308 -0.11 -0.07 -0.03 -0.22
H -3.24189 -4.30675 -0.36456 0.02 -0.10 -0.05 0.08
S 0.04084 2.60772 -1.29974 0.65 0.81 0.53 0.59
P -3.33426 2.86103 -0.56860 -0.75 -0.44 -0.17 0.97
H -0.13956 3.20543 -8.21496 0.03 0.13 0.01 0.09
C -1.19759 3.43000 -8.07215 -0.18 -0.16 -0.04 -0.02
H -1.18458 -1.32939 -3.92294 -0.06 0.08 -0.03 0.11
C -0.43659 -4.41906 0.07980 0.03 0.13 0.19 -0.01
C 2.08192 -1.12458 -3.16627 -0.01 -0.48 0.09 -0.03
C -0.82963 -0.28243 -2.02321 -0.49 -0.69 -0.64 -0.09
H -1.26085 3.65119 -4.59793 0.04 0.07 0.03 0.06
O -0.82119 2.03144 -2.50606 0.07 0.52 0.00 -0.17
C -2.88442 0.95455 -3.07809 0.39 -0.69 0.56 0.00
H -3.72019 0.07325 2.67456 0.03 0.04 -0.12 0.11
C 0.81375 -1.69145 -3.23482 -0.67 0.57 -0.40 -0.23
O -3.50222 -1.39074 -2.41308 0.73 0.16 0.30 0.06
H 7.53291 -0.63103 5.00010 0.10 0.09 0.02 0.09
H 1.57368 -4.93866 -2.73166 0.18 -0.03 -0.02 0.10
O 4.77615 0.03971 6.20138 0.00 0.06 0.04 0.07
H 7.19620 1.63984 7.24199 0.11 -0.05 -0.02 0.08
H 3.22725 2.25671 3.22511 -0.13 0.01 0.02 0.08
C -1.59062 3.16866 -6.63975 -0.07 -0.01 0.06 -0.50
C -2.94178 -4.64799 0.62782 -0.05 0.12 0.19 -0.01
O -0.79768 1.89799 -0.14259 0.49 -0.44 -0.25 -0.22
H 2.43408 0.37129 4.92659 -0.10 0.05 -0.02 0.08
H -2.95741 -0.53294 -0.26484 -0.11 0.11 -0.13 0.11
H -0.28870 -5.49994 0.05821 -0.06 -0.02 -0.11 0.09
H 2.57051 -1.30823 4.38318 0.04 0.02 0.02 0.09
H -1.16618 0.77120 1.79143 0.14 -0.04 -0.24 0.10
H 2.17881 -0.05010 -3.26209 0.13 0.00 0.00 0.12
H -3.68160 -4.32136 1.35533 0.01 0.00 -0.01 0.08
C -0.87421 3.95092 -5.57020 -0.13 -0.21 0.18 -0.01
C -2.71659 -0.35918 2.75010 0.05 0.32 -0.13 -0.16
H 3.85160 1.70519 1.65546 -0.02 -0.01 -0.01 0.08
O -2.92873 3.93770 -1.76291 0.16 -0.08 0.32 -0.30
O -1.44431 -3.36198 1.95275 -0.09 -0.07 -0.15 0.05
C -0.38723 -0.77958 -3.41846 0.25 -0.06 0.53 -0.11
H 4.15992 -1.49506 -2.89250 0.08 -0.19 0.04 0.11
```
Positions in Å, forces in eV/Å.

Its SMILES is COCCCC[C@@]1(P(C)O)OS(=O)(=O)O[C@]1(CCc1ccccc1)CC(=O)O.CC(C)=O.CC(C)=O.CC(C)=O.CC(C)=O. The value obtained for the calculated total energy is -76630.48613 eV. As for the lowest unoccupied orbital energy: 0.18 eV. The HOMO-LUMO gap is 0.3314 hartree.

=====

Which formula does entry 1 have?
C8H24IO8